# 1
DFT (ωB97M-V with the def2-TZVPD basis set) results for a structure of composition C42H71MnN7O3.

Atoms and positions in Å:
Mn -0.63497 -0.30397 1.19344
C -2.67774 -0.91422 3.64615
N -1.58396 0.02836 3.35741
C -0.61741 0.00869 4.46790
C -2.12131 1.40296 3.26248
C -1.23417 2.27837 2.38525
N -1.17213 1.74701 1.00159
C -0.15655 2.44901 0.20449
C 1.29892 2.17709 0.49917
C 2.15080 3.05649 -0.17549
C 3.51510 3.02276 -0.00633
C 3.99671 2.08740 0.91140
C 3.20827 1.17665 1.59843
C 1.80664 1.18851 1.34083
O 0.97542 0.26566 1.92017
C 3.88792 0.24926 2.61897
C 3.87290 -1.19254 2.12473
C 3.16375 0.33914 3.96878
C 5.35384 0.61852 2.86922
C 4.48558 3.95229 -0.73036
C 5.25785 4.78794 0.29882
C 5.47124 3.10896 -1.55019
C 3.75708 4.90529 -1.67662
C -2.47998 1.98221 0.34430
C -2.71796 1.16352 -0.88355
C -3.08868 1.82093 -2.05364
C -3.49649 1.11408 -3.17175
C -3.56167 -0.27307 -3.03068
C -3.18722 -0.97647 -1.88843
C -2.69151 -0.22756 -0.79559
O -2.23800 -0.79987 0.35209
C -3.31893 -2.50127 -1.86163
C -4.09781 -2.94360 -0.61464
C -1.90293 -3.08244 -1.91333
C -4.07780 -3.07646 -3.06463
C -3.87916 1.77197 -4.49488
C -5.28878 1.32649 -4.90639
C -3.86519 3.29666 -4.39277
C -2.87506 1.34565 -5.57480
H -3.25905 -0.58157 4.51317
H -3.32933 -0.99158 2.77624
H -2.26309 -1.90091 3.87757
H -1.13017 0.23767 5.40853
H -0.14426 -0.97329 4.55534
H 0.16135 0.74490 4.29054
H -3.12745 1.33829 2.85476
H -2.21710 1.83860 4.26249
H -1.61825 3.30407 2.35874
H -0.21592 2.31425 2.77229
H -0.37328 2.23784 -0.84562
H -0.32996 3.52381 0.34649
H 1.69726 3.78646 -0.83590
H 5.05893 2.07583 1.09628
H 2.85110 -1.52018 1.99511
H 4.39381 -1.28869 1.16861
H 4.36546 -1.84622 2.84851
H 2.13052 0.01655 3.87213
H 3.65645 -0.30206 4.70324
H 3.17850 1.36274 4.34936
H 5.96949 0.50624 1.97542
H 5.46623 1.63755 3.24325
H 5.75471 -0.05754 3.62603
H 5.84354 4.16130 0.97271
H 5.94801 5.46666 -0.20581
H 4.57425 5.38585 0.90429
H 6.04302 2.42862 -0.91769
H 4.94275 2.51033 -2.29594
H 6.17916 3.75462 -2.07332
H 3.07077 5.56305 -1.13947
H 4.48275 5.53780 -2.18962
H 3.19068 4.36612 -2.43929
H -3.27197 1.78101 1.06018
H -2.54347 3.04781 0.09629
H -3.06202 2.90280 -2.06058
H -3.92523 -0.84181 -3.87190
H -3.70285 -2.51663 0.30227
H -5.13991 -2.63166 -0.70674
H -4.08551 -4.03330 -0.53367
H -1.27032 -2.62536 -1.15697
H -1.91573 -4.16668 -1.77800
H -1.45467 -2.87311 -2.88789
H -5.08836 -2.67130 -3.14244
H -3.55839 -2.90899 -4.00900
H -4.16331 -4.15665 -2.93543
H -6.01993 1.58862 -4.13980
H -5.57874 1.81959 -5.83568
H -5.34746 0.25043 -5.07338
H -4.56642 3.65886 -3.63844
H -2.87144 3.68058 -4.15276
H -4.15960 3.72910 -5.34986
H -2.81841 0.25851 -5.66086
H -3.16493 1.74399 -6.54861
H -1.87592 1.72560 -5.34400
C -1.18816 -3.46047 1.25837
N -0.10502 -2.47780 1.56640
C 1.00904 -2.74244 0.59267
N 1.49665 -4.10450 0.66586
C 0.37981 -5.00754 0.37671
N -0.71924 -4.83189 1.32904
C -0.20232 -5.09017 2.67307
N 0.89410 -4.18037 3.01305
C 0.39580 -2.82037 2.93008
C 1.96781 -4.36280 2.03100
H -1.56885 -3.24914 0.26564
H -1.99925 -3.31323 1.97800
H 1.81068 -2.03826 0.79672
H 0.63114 -2.54907 -0.40499
H 0.73233 -6.03807 0.42841
H 0.01649 -4.81369 -0.63303
H 0.15640 -6.11847 2.72674
H -1.00856 -4.96567 3.39875
H 1.16892 -2.10936 3.20757
H -0.44587 -2.72504 3.62553
H 2.33496 -5.38738 2.09619
H 2.78695 -3.68357 2.26340
C 2.24726 -0.51205 -2.04911
C 0.80074 -0.18700 -1.83853
N 0.08756 0.26888 -2.87006
O 0.30538 -0.26650 -0.70420
H 2.52553 -0.57418 -3.09905
H 2.47265 -1.45511 -1.55287
H 2.83580 0.27144 -1.56309
H 0.47961 0.28938 -3.79556
H -0.90123 0.45549 -2.75383

Atoms 1-3, force components in eV/Å:
-0.1025 -0.0631 -0.0905
0.0754 -0.0037 0.0132
0.0023 0.0325 0.1030

Results
lowest unoccupied orbital energy (spin up / spin down)	-3.3 / -1.9	eV
charge	+1
E_tot	-3402.94333	a.u.
M	777.01	g mol⁻¹
Kohn-Sham gap (spin up / spin down)	7.0370 / 8.4840	eV
expectation value of S²	6.06
spin multiplicity	5

Here are the natural (NBO) charges for atoms 1 to 99, given in e: atom 1 (Mn): 1.67, atom 2 (C): -0.41, atom 3 (N): -0.49, atom 4 (C): -0.41, atom 5 (C): -0.23, atom 6 (C): -0.22, atom 7 (N): -0.47, atom 8 (C): -0.25, atom 9 (C): -0.07, atom 10 (C): -0.26, atom 11 (C): 0.08, atom 12 (C): -0.26, atom 13 (C): 0.03, atom 14 (C): 0.33, atom 15 (O): -0.87, atom 16 (C): -0.10, atom 17 (C): -0.60, atom 18 (C): -0.60, atom 19 (C): -0.60, atom 20 (C): -0.10, atom 21 (C): -0.60, atom 22 (C): -0.59, atom 23 (C): -0.61, atom 24 (C): -0.23, atom 25 (C): -0.16, atom 26 (C): -0.17, atom 27 (C): -0.05, atom 28 (C): -0.16, atom 29 (C): -0.09, atom 30 (C): 0.39, atom 31 (O): -0.86, atom 32 (C): -0.06, atom 33 (C): -0.61, atom 34 (C): -0.60, atom 35 (C): -0.61, atom 36 (C): -0.08, atom 37 (C): -0.60, atom 38 (C): -0.61, atom 39 (C): -0.59, atom 40 (H): 0.20, atom 41 (H): 0.23, atom 42 (H): 0.20, atom 43 (H): 0.19, atom 44 (H): 0.21, atom 45 (H): 0.22, atom 46 (H): 0.21, atom 47 (H): 0.21, atom 48 (H): 0.21, atom 49 (H): 0.24, atom 50 (H): 0.23, atom 51 (H): 0.21, atom 52 (H): 0.21, atom 53 (H): 0.22, atom 54 (H): 0.19, atom 55 (H): 0.21, atom 56 (H): 0.21, atom 57 (H): 0.21, atom 58 (H): 0.21, atom 59 (H): 0.21, atom 60 (H): 0.21, atom 61 (H): 0.22, atom 62 (H): 0.22, atom 63 (H): 0.21, atom 64 (H): 0.21, atom 65 (H): 0.21, atom 66 (H): 0.21, atom 67 (H): 0.20, atom 68 (H): 0.22, atom 69 (H): 0.21, atom 70 (H): 0.22, atom 71 (H): 0.20, atom 72 (H): 0.22, atom 73 (H): 0.21, atom 74 (H): 0.21, atom 75 (H): 0.21, atom 76 (H): 0.22, atom 77 (H): 0.22, atom 78 (H): 0.21, atom 79 (H): 0.19, atom 80 (H): 0.21, atom 81 (H): 0.21, atom 82 (H): 0.22, atom 83 (H): 0.21, atom 84 (H): 0.22, atom 85 (H): 0.22, atom 86 (H): 0.22, atom 87 (H): 0.21, atom 88 (H): 0.21, atom 89 (H): 0.20, atom 90 (H): 0.22, atom 91 (H): 0.21, atom 92 (H): 0.22, atom 93 (H): 0.20, atom 94 (C): -0.10, atom 95 (N): -0.57, atom 96 (C): -0.08, atom 97 (N): -0.46, atom 98 (C): -0.08, atom 99 (N): -0.45


# 2
DFT (ωB97M-V with the def2-TZVPD basis set) results for an isolated molecule of C5H9N.

Atoms and positions in Å:
C -1.14689 0.65425 0.80084
C -1.14016 0.70103 -0.75875
C -0.25975 -0.52185 1.05928
N 0.70201 -0.54724 0.12829
C 1.97626 -0.87788 0.32396
C 0.17782 0.00464 -1.16439
H -0.72428 1.59266 1.20540
H -2.12788 0.55278 1.28439
H -2.02148 0.13439 -1.07693
H -1.20778 1.71824 -1.16626
H -0.13518 -1.11230 1.96197
H 2.28833 -0.93514 1.36322
H 2.61061 -1.17543 -0.50367
H 0.03993 -0.83148 -1.86737
H 0.96844 0.64333 -1.58997

Atoms 1-3, force components in eV/Å:
-0.0299 -0.0292 0.1525
-0.2744 -0.0622 0.3777
0.1192 0.2529 -0.1761

Results
lowest unoccupied orbital energy	1.0	eV
charge	0
E_tot	-250.57697	a.u.
M	83.13	g mol⁻¹
relative energy (zero: lowest compared OMol25 entry of this formula, charge and spin)	2.448	eV
Kohn-Sham gap	7.5235	eV

Charges per atom according to natural (NBO) partitioning, unit e: atom 1 (C): -0.43, atom 2 (C): -0.42, atom 3 (C): -0.16, atom 4 (N): -0.23, atom 5 (C): -0.37, atom 6 (C): -0.22, atom 7 (H): 0.19, atom 8 (H): 0.21, atom 9 (H): 0.21, atom 10 (H): 0.22, atom 11 (H): 0.20, atom 12 (H): 0.19, atom 13 (H): 0.19, atom 14 (H): 0.21, atom 15 (H): 0.21


# 3
DFT (ωB97M-V with the def2-TZVPD basis set) results for a structure of composition C28H15F10InN6O4S2.

Atoms and positions in Å:
In 0.30756 -1.30487 -0.73232
C 1.27816 0.17939 2.17818
N 1.85043 -0.42318 0.96606
C 2.46800 -1.70988 1.29176
C 1.48562 -2.69288 1.92837
N 0.18036 -2.62549 1.30431
C -0.89943 -2.94236 2.01284
C -0.98251 -3.36785 3.37453
F 0.13458 -3.66468 4.09036
C -2.17579 -3.54058 4.04890
F -2.14864 -3.89732 5.34578
C -3.39374 -3.35755 3.42975
F -4.55679 -3.48165 4.10794
C -3.37573 -3.07546 2.07235
F -4.53865 -2.93086 1.41310
C -2.18897 -2.92993 1.40424
F -2.24826 -2.76266 0.07409
C 2.90282 0.41380 0.32074
C 2.76379 1.95132 0.21277
N 1.44266 2.46562 -0.08163
C 1.29920 3.76446 -0.20101
C -0.02052 4.33617 -0.23876
F -1.07095 3.51510 -0.00514
C -0.30354 5.66130 -0.43862
F -1.58392 6.07951 -0.46379
C 0.71117 6.59443 -0.59480
F 0.43803 7.90275 -0.83274
C 2.01015 6.13116 -0.49707
F 3.02362 7.01025 -0.62197
C 2.29766 4.80153 -0.28298
F 3.62107 4.50039 -0.17313
H 2.07018 0.39946 2.90861
H 0.55582 -0.50313 2.62045
H 0.76464 1.09270 1.89800
H 3.31005 -1.56513 1.98441
H 2.87106 -2.12829 0.36963
H 1.43165 -2.47121 2.99465
H 1.91139 -3.69798 1.82156
H 3.04357 0.02287 -0.68305
H 3.83637 0.23713 0.87635
H 3.46823 2.23038 -0.58070
H 3.15252 2.39696 1.14055
O -3.52960 0.79894 0.45406
C -2.27785 0.50221 0.10621
O -1.53626 -0.16098 0.78787
C -1.86453 1.05567 -1.20576
C -2.64663 1.88161 -1.99089
C -2.10262 2.33808 -3.18581
C -0.81675 1.96448 -3.53377
C -0.11064 1.12219 -2.68232
N -0.64105 0.69073 -1.55541
C 1.29955 0.63178 -3.01544
O 1.88712 1.21088 -3.92617
O 1.71295 -0.32884 -2.29737
H -3.71896 0.38804 1.30753
H -3.63646 2.16140 -1.66368
H -2.68238 2.98060 -3.83610
H -0.34178 2.29139 -4.44700
S -1.20409 -2.06982 -2.71868
C -0.89881 -3.77417 -2.56452
C -1.94122 -4.62079 -3.03588
N -2.79709 -5.27381 -3.45001
C 0.23982 -4.32432 -2.04488
S 1.61542 -3.45400 -1.45319
C 0.35588 -5.74169 -1.94797
N 0.49308 -6.88331 -1.86334

Atoms 1-3, force components in eV/Å:
0.5266 -0.4177 -0.0715
-0.0027 0.1539 -0.2409
-0.1518 0.2362 -0.4493

Results
lowest unoccupied orbital energy	3.9	eV
charge	-2
E_tot	-3690.76306	a.u.
M	868.40	g mol⁻¹
relative energy (zero: lowest compared OMol25 entry of this formula, charge and spin)	0.369	eV
Kohn-Sham gap	5.8381	eV

Charges per atom according to natural (NBO) partitioning, unit e: atom 1 (In): 1.51, atom 2 (C): -0.43, atom 3 (N): -0.48, atom 4 (C): -0.24, atom 5 (C): -0.23, atom 6 (N): -0.68, atom 7 (C): 0.11, atom 8 (C): 0.22, atom 9 (F): -0.33, atom 10 (C): 0.27, atom 11 (F): -0.31, atom 12 (C): 0.18, atom 13 (F): -0.32, atom 14 (C): 0.26, atom 15 (F): -0.31, atom 16 (C): 0.31, atom 17 (F): -0.30, atom 18 (C): -0.22, atom 19 (C): -0.24, atom 20 (N): -0.66, atom 21 (C): 0.11, atom 22 (C): 0.28, atom 23 (F): -0.34, atom 24 (C): 0.26, atom 25 (F): -0.32, atom 26 (C): 0.15, atom 27 (F): -0.33, atom 28 (C): 0.28, atom 29 (F): -0.32, atom 30 (C): 0.20, atom 31 (F): -0.34, atom 32 (H): 0.17, atom 33 (H): 0.21, atom 34 (H): 0.25, atom 35 (H): 0.18, atom 36 (H): 0.22, atom 37 (H): 0.19, atom 38 (H): 0.20, atom 39 (H): 0.24, atom 40 (H): 0.16, atom 41 (H): 0.19, atom 42 (H): 0.15, atom 43 (O): -0.66, atom 44 (C): 0.81, atom 45 (O): -0.57, atom 46 (C): 0.08, atom 47 (C): -0.19, atom 48 (C): -0.19, atom 49 (C): -0.13, atom 50 (C): 0.14, atom 51 (N): -0.44, atom 52 (C): 0.76, atom 53 (O): -0.68, atom 54 (O): -0.77, atom 55 (H): 0.50, atom 56 (H): 0.23, atom 57 (H): 0.21, atom 58 (H): 0.24, atom 59 (S): -0.24, atom 60 (C): -0.30, atom 61 (C): 0.29, atom 62 (N): -0.37, atom 63 (C): -0.29, atom 64 (S): -0.23, atom 65 (C): 0.29, atom 66 (N): -0.37


# 4
DFT (ωB97M-V with the def2-TZVPD basis set) results for an isolated molecule of C5H8N2 at a distorted geometry.

Atoms and positions in Å:
N 2.33432 -0.25453 -0.62798
C 0.98332 -0.56847 -0.46262
C -0.21776 0.09289 1.61430
N 0.62981 0.38551 2.35016
C 0.00824 0.04348 -1.16006
C -1.31999 0.45497 -0.58628
C -1.46296 -0.16536 0.80609
H 2.91858 -0.68214 0.07821
H 2.45216 0.74924 -0.55424
H 0.79602 -1.36217 0.25074
H 0.29301 0.47560 -2.10514
H -1.28841 1.55433 -0.48292
H -2.18604 0.23939 -1.22728
H -1.68390 -1.23909 0.70125
H -2.25641 0.27637 1.40578

Atoms 1-3, force components in eV/Å:
0.0652 -0.0670 -0.0489
-0.0698 -0.2037 -0.5154
-0.3363 0.2664 0.9606

Results
lowest unoccupied orbital energy	0.9	eV
charge	0
E_tot	-304.77253	a.u.
M	96.13	g mol⁻¹
relative energy (zero: lowest compared OMol25 entry of this formula, charge and spin)	1.713	eV
Kohn-Sham gap	9.0106	eV
SMILES	N#CCC/C=C/N

Charges per atom according to natural (NBO) partitioning, unit e: atom 1 (N): -0.81, atom 2 (C): 0.03, atom 3 (C): 0.29, atom 4 (N): -0.36, atom 5 (C): -0.31, atom 6 (C): -0.41, atom 7 (C): -0.50, atom 8 (H): 0.38, atom 9 (H): 0.38, atom 10 (H): 0.19, atom 11 (H): 0.21, atom 12 (H): 0.22, atom 13 (H): 0.22, atom 14 (H): 0.24, atom 15 (H): 0.25